Entry 1:
Below is a 2-piece molecular cluster, C4H9N2Se overall in a non-equilibrium geometry, with properties calculated with ωB97M-V/def2-TZVPD.

Structure (XYZ):
```
16
Properties=species:S:1:pos:R:3:forces:R:3:mulliken_charge:R:1
C 0.290324 -0.644107 1.736060 -2.40 2.11 0.16 -0.166
C -0.786206 0.193691 1.020611 1.06 -1.91 -0.90 -0.328
C 1.057049 -0.621188 -0.287010 0.06 0.52 -2.11 -0.195
C 0.457800 1.802397 -0.396254 -1.43 -0.71 -3.21 -1.046
N 1.148385 -1.062194 0.919607 3.50 -2.26 -1.15 -0.298
N -0.028259 0.435111 -0.257899 -2.24 -1.28 -4.14 -0.161
Se -0.680431 -3.164938 -1.665505 0.83 -0.22 0.50 -0.075
H 0.465917 -0.699897 2.758606 -0.25 -0.36 1.73 0.462
H -1.647144 -0.441852 0.788424 -0.05 0.20 0.11 0.342
H -1.069418 1.128942 1.405965 -0.40 1.01 0.86 0.301
H 1.703585 -0.782040 -1.251865 -1.44 0.29 2.30 0.351
H 0.981638 1.862912 -1.378966 -0.35 0.51 1.03 0.353
H -0.432778 2.372058 -0.269292 -0.41 1.11 -0.62 0.408
H 0.987462 1.918885 0.425528 3.35 1.29 3.45 0.476
H -0.631499 0.364118 -1.177736 0.97 -0.63 2.45 0.441
H -1.816424 -2.661899 -2.370274 -0.80 0.33 -0.47 0.135
```
Positions in Å, forces in eV/Å.

Maximum force ... 4.98 eV/A
Kohn-Sham gap (alpha / beta) ... 7.585 / 6.593 eV
Highest occupied orbital energy (alpha / beta) ... -0.4768 / -0.4584 Eh
Charge ... +1
Relative energy (zero: lowest compared OMol25 entry of this formula, charge and spin) ... 2.920 eV


Entry 2:
Below is a single C4H9N3 molecule in a non-equilibrium geometry, with properties calculated with ωB97M-V/def2-TZVPD.

Structure (XYZ):
```
16
Properties=species:S:1:pos:R:3:forces:R:3:mulliken_charge:R:1
C 0.817257 -0.334064 -1.238930 -0.02 -1.19 0.15 0.026
C -1.479207 -0.701563 -0.234828 0.76 0.17 -0.08 -1.184
C 0.368869 0.961693 0.667444 2.49 0.64 -0.44 -0.712
C 0.056069 -0.399208 -0.036076 -1.72 -1.38 3.50 0.994
N 1.471891 -0.356013 -2.168539 0.78 0.13 -1.23 -0.443
N 0.295388 2.091779 -0.272365 0.85 0.56 -2.00 -0.649
N 0.404806 -1.660625 0.867871 -0.73 2.00 -2.98 -0.637
H -1.764627 -0.952976 0.792715 -0.46 0.02 -0.43 0.347
H -2.099595 0.129136 -0.595063 0.28 -0.12 -0.09 0.307
H -1.581841 -1.603107 -0.882808 -0.01 0.78 0.55 0.309
H -0.203523 1.196210 1.576637 -0.16 -0.47 -0.39 0.306
H 1.477255 0.978033 0.950676 -1.49 -0.54 0.09 0.296
H 1.208442 2.299707 -0.878488 -2.66 -1.09 1.97 0.315
H -0.454273 1.878307 -0.953193 0.60 0.61 0.39 0.264
H 1.281682 -2.014754 0.568883 0.94 -0.32 0.68 0.242
H 0.201408 -1.512555 1.836064 0.54 0.21 0.32 0.219
```
Positions in Å, forces in eV/Å.

Maximum force ... 4.13 eV/A
Kohn-Sham gap ... 10.292 eV
SMILES ... C[C@@](N)(C#N)CN
Highest occupied orbital energy ... -0.3462 Eh
Relative energy (zero: lowest compared OMol25 entry of this formula, charge and spin) ... 1.740 eV


Entry 3:
Below is a single C4H9N3 molecule in a non-equilibrium geometry, with properties calculated with ωB97M-V/def2-TZVPD.

Structure (XYZ):
```
16
Properties=species:S:1:pos:R:3:forces:R:3:mulliken_charge:R:1
C 1.692270 0.912114 -0.145783 -0.20 0.28 0.28 -1.168
N -1.346695 -0.828710 0.208272 0.34 -0.10 0.31 -0.246
C -0.648497 0.255069 0.584089 1.28 -0.01 -0.61 0.529
N -1.258750 1.461564 0.713980 -0.09 0.01 -0.24 -0.431
C -0.389085 -1.815618 -0.355586 -1.89 -0.48 -1.22 0.001
C 0.732538 -0.026974 0.526858 -0.25 1.14 0.96 -0.554
N -0.072019 -1.903401 -1.593626 0.52 -0.06 0.79 -0.648
H -2.323799 -0.996515 0.425524 0.19 -0.32 0.12 0.207
H -0.670783 2.273531 0.806940 -0.11 -0.10 0.15 0.206
H -2.194435 1.603926 0.362117 0.24 0.05 -0.14 0.216
H -0.109529 -1.004434 -2.072639 -0.45 -0.05 -0.02 0.228
H -0.386004 -2.729345 0.235012 0.44 0.02 0.09 0.391
H 1.133182 -0.665489 1.305302 -0.25 -0.53 -0.35 0.394
H 1.398557 1.050893 -1.194425 0.15 0.06 0.04 0.245
H 1.738211 1.903039 0.323599 0.13 0.10 -0.13 0.300
H 2.704839 0.510350 -0.129635 -0.05 -0.02 -0.03 0.331
```
Positions in Å, forces in eV/Å.

Maximum force ... 2.30 eV/A
Kohn-Sham gap ... 7.404 eV
SMILES ... [H]/N=C\N/C(N)=C/C
Highest occupied orbital energy ... -0.2455 Eh
Relative energy (zero: lowest compared OMol25 entry of this formula, charge and spin) ... 3.124 eV


Entry 4:
Below is C4H9N3 as an isolated structure in a non-equilibrium geometry, with properties calculated with ωB97M-V/def2-TZVPD.

Structure (XYZ):
```
16
Properties=species:S:1:pos:R:3:forces:R:3:mulliken_charge:R:1
C 0.872608 0.504491 1.513580 -0.88 2.89 -0.26 -1.249
N -1.152571 -1.055888 0.273652 0.23 0.03 1.08 -0.587
C -0.619704 -0.023965 -0.632176 1.65 -1.64 0.65 0.486
C 0.233209 -1.072309 0.081233 -0.83 -1.03 -4.41 0.709
N -0.803093 -0.141903 -2.029931 -0.84 -0.17 -1.12 -0.628
C -0.144366 1.194515 0.013010 1.58 -1.18 2.53 -0.739
N 1.208136 -1.852517 -0.144073 -0.76 -0.49 0.94 -0.846
H -1.522828 -0.779214 1.174866 -0.29 0.16 0.07 0.288
H -1.483217 -0.853537 -2.279194 0.32 -0.30 0.34 0.256
H -1.125578 0.662281 -2.552973 0.14 0.47 0.57 0.232
H 1.638575 -1.716227 -1.056992 0.16 0.71 0.26 0.240
H 0.156319 0.770705 2.289420 0.27 0.34 0.21 0.383
H 1.381630 -0.385608 1.880387 -0.56 -0.62 -1.05 0.434
H 1.702317 1.204218 1.461700 -0.14 0.49 0.25 0.323
H -0.864776 1.749207 0.606561 -0.03 0.34 -0.23 0.309
H 0.523338 1.795753 -0.599072 -0.01 -0.01 0.16 0.389
```
Positions in Å, forces in eV/Å.

Maximum force ... 4.61 eV/A
Kohn-Sham gap ... 8.610 eV
Highest occupied orbital energy ... -0.2935 Eh
Relative energy (zero: lowest compared OMol25 entry of this formula, charge and spin) ... 5.402 eV


Entry 5:
Below is a 2-piece molecular cluster, C4H9N3 overall in a non-equilibrium geometry, with properties calculated with ωB97M-V/def2-TZVPD.

Structure (XYZ):
```
16
Properties=species:S:1:pos:R:3:forces:R:3:mulliken_charge:R:1
C -0.463103 -0.721682 0.116921 0.03 -1.07 0.19 -0.847
C -0.500715 0.556414 -0.134750 -0.04 2.28 0.21 0.801
C 0.646995 1.562896 -0.002992 -0.34 0.00 1.37 -1.113
C -1.832485 1.258212 -0.206987 0.66 1.60 -2.80 -1.204
N 2.774265 -1.400828 -0.853039 0.53 1.64 -0.09 -0.450
N 2.526314 -2.483070 -0.841366 0.36 3.89 -0.02 1.034
N 2.357883 -3.635804 -0.814373 4.36 -3.90 0.03 -0.839
H 0.462438 -1.130617 0.492286 -0.01 -0.61 -0.28 0.247
H -1.405088 -1.280625 0.053886 0.63 -0.10 0.27 0.252
H 1.582117 1.122988 0.381132 -0.44 0.03 -0.09 0.346
H 0.257367 2.314137 0.758521 0.76 -0.67 -0.83 0.279
H 0.916251 2.130931 -0.898892 -0.43 -0.25 -0.09 0.278
H -1.656473 2.226036 -0.830205 -0.60 -1.56 0.68 0.273
H -2.010881 1.673837 0.776549 -0.76 -0.38 0.30 0.308
H -2.618390 0.646559 -0.730688 0.50 0.70 1.10 0.373
H 1.472085 -3.891940 -0.803545 -5.20 -1.61 0.05 0.262
```
Positions in Å, forces in eV/Å.

Maximum force ... 5.85 eV/A
Kohn-Sham gap ... 10.429 eV
Highest occupied orbital energy ... -0.3472 Eh
Relative energy (zero: lowest compared OMol25 entry of this formula, charge and spin) ... 3.626 eV


Entry 6:
Below is a single C4H9N3 molecule, with properties calculated with ωB97M-V/def2-TZVPD.

Structure (XYZ):
```
16
Properties=species:S:1:pos:R:3:forces:R:3:mulliken_charge:R:1
C 1.990075 0.788556 0.320689 0.25 -0.14 -0.29 -0.782
C -1.617232 0.307767 1.161990 -0.07 0.05 0.02 -1.160
C -0.258049 -0.773292 -0.671097 0.35 -0.22 0.16 0.220
C -0.288515 0.195564 0.482288 -0.06 -0.06 0.24 0.883
N -0.812411 -0.307719 -1.825199 -0.17 0.28 -0.27 -0.457
N 0.692795 0.852425 0.923772 -0.35 0.19 0.26 -0.550
N 0.168483 -1.968815 -0.615250 0.05 -0.32 -0.10 -0.745
H -0.861396 0.684851 -1.976928 0.01 -0.04 -0.03 0.227
H -0.703828 -0.895754 -2.636043 0.00 0.02 0.00 0.268
H 0.507522 -2.249151 0.299605 -0.05 0.28 0.04 0.269
H 2.062776 0.113509 -0.540969 0.06 0.03 0.04 0.329
H 2.267075 1.799272 0.016141 0.10 -0.04 0.00 0.267
H 2.697435 0.470797 1.088072 0.09 0.02 -0.09 0.250
H -1.921225 -0.668309 1.537969 -0.09 -0.07 0.01 0.293
H -1.551877 1.012578 1.985736 0.01 0.03 0.01 0.350
H -2.371630 0.637721 0.449223 -0.14 -0.01 -0.01 0.338
```
Positions in Å, forces in eV/Å.

Maximum force ... 0.48 eV/A
Kohn-Sham gap ... 10.211 eV
SMILES ... [H]/N=C(N)\C(C)=N/C
Highest occupied orbital energy ... -0.3398 Eh
Relative energy (zero: lowest compared OMol25 entry of this formula, charge and spin) ... 0.685 eV


Entry 7:
Below is a single C4H9N3 molecule in a non-equilibrium geometry, with properties calculated with ωB97M-V/def2-TZVPD.

Structure (XYZ):
```
16
Properties=species:S:1:pos:R:3:forces:R:3:mulliken_charge:R:1
C -1.042265 -0.050332 -0.541685 -3.13 1.48 -3.17 0.142
C -1.324316 -0.562244 0.685152 -0.33 -2.20 6.84 -0.439
C -0.026319 -1.174144 0.142619 -3.41 6.91 1.72 -0.985
C 1.050890 -0.196533 0.384087 5.23 0.82 -2.96 0.532
H -0.012957 1.540092 -1.200997 -0.91 0.73 0.88 0.335
H -0.906760 2.155564 0.321188 0.51 -3.76 -3.46 0.304
H -2.054750 -0.464108 -1.008942 2.95 1.02 -1.17 0.280
H -1.043257 0.106069 1.564501 -1.13 -1.03 -0.77 0.081
H -2.257361 -1.183821 0.723214 1.23 0.52 0.82 0.293
H 0.111503 -2.140607 -0.056252 0.59 -3.36 -1.33 0.551
H 2.776845 0.062796 -1.005143 0.41 0.48 0.26 0.196
H 1.309132 -0.877591 -1.657687 2.68 2.19 2.96 0.242
H 0.945694 0.896787 1.998623 0.40 -0.25 -0.84 0.261
N -0.875818 1.412929 -0.629424 0.99 0.96 0.74 -0.601
N 1.880272 -0.318770 -0.818903 -4.20 -3.11 -1.98 -0.453
N 1.469467 0.793919 1.099642 -1.90 -1.40 1.47 -0.738
```
Positions in Å, forces in eV/Å.

Maximum force ... 7.89 eV/A
Kohn-Sham gap ... 9.856 eV
SMILES ... [H]/N=C(/N)[C@H]1C[C@H]1N
Highest occupied orbital energy ... -0.3251 Eh
Relative energy (zero: lowest compared OMol25 entry of this formula, charge and spin) ... 5.287 eV


Q: Which value of maximum force does entry 3 give?
A: 2.30 eV/A